The following is a DFT calculation (ωB97M-V/def2-TZVPD) of a cluster of 7 separate species, C46H49F18NO19P in total.

The net charge is -1. For the molecular weight, the calculation gives 1292.8 g/mol. Its gap between HOMO and LUMO is 4.9151 eV. The total energy comes out at -5404.7021 Ha.

Last column: Mulliken charge in e.
Element x y z (Å)
C 4.051 2.850 4.442  -0.7099
C 3.573 3.406 3.147  -0.2413
C 3.668 2.691 1.675  0.1032
C 2.572 1.503 1.404  0.6806
C 0.940 1.676 1.726  0.4621
C 0.288 3.068 2.341  -0.0008
O 0.363 3.206 3.694  -0.6022
O -0.363 4.129 1.557  -0.7627
C -0.165 0.458 1.421  0.1787
C -1.797 0.633 1.717  -0.6885
C -2.087 0.182 3.297  0.4988
C -2.401 1.232 4.520  -0.3835
C -2.637 0.629 6.062  -0.5480
C -2.588 -0.996 6.376  -0.4089
C -2.269 -2.064 5.160  0.5436
C -2.164 -3.700 5.330  -0.9289
C -2.049 -1.423 3.646  -0.4600
C 0.293 -0.997 0.762  -0.2579
N -0.651 -2.134 0.429  -0.5000
C 1.892 -1.185 0.452  0.2369
C 3.000 0.034 0.739  -0.3259
C 4.566 -0.343 0.305  -0.0470
O 5.422 0.510 -0.264  -0.5818
C 4.991 -1.935 0.588  0.5179
P 6.715 -2.499 1.206  0.8764
O 7.061 -1.900 2.659  -0.6612
O 7.964 -2.067 0.049  -0.4841
O 6.758 -4.261 1.369  -0.5554
C 3.986 -3.045 0.339  -0.2990
C 2.447 -2.634 -0.172  -0.0386
O 1.745 -3.387 -1.038  -0.6046
H 5.087 3.223 4.902  0.2016
H 3.454 2.086 5.126  0.2536
H 3.106 4.504 3.176  0.2996
H 3.636 3.444 0.762  0.0725
H 4.746 2.182 1.623  0.3263
H -2.425 -0.116 1.043  0.3679
H -2.133 1.763 1.530  0.3829
H -2.447 2.395 4.304  0.3433
H -2.834 1.370 6.965  0.2521
H -2.744 -1.472 7.455  0.2133
H -2.942 -4.146 6.092  0.2117
H -2.299 -4.195 4.257  0.2488
H -1.060 -3.971 5.671  0.3377
H -1.853 -2.201 2.778  0.0669
H -0.781 -2.168 -0.617  0.3160
H -0.218 -3.080 0.654  0.2902
H 8.756 -2.697 0.186  0.3219
H 6.001 -4.568 1.977  0.3425
H 4.220 -4.183 0.481  0.1544
C 5.923 -1.690 -4.150  -1.1777
C 5.333 -2.962 -3.570  0.0498
O 5.339 -4.012 -4.549  -0.3377
C 6.517 -4.700 -4.688  0.3801
O 7.530 -4.463 -4.035  -0.5261
C 6.370 -5.816 -5.723  0.8239
F 5.711 -5.409 -6.847  -0.2382
F 5.667 -6.878 -5.236  -0.2451
F 7.566 -6.313 -6.146  -0.2394
H 5.403 -1.409 -5.072  0.3298
H 5.846 -0.866 -3.435  0.3312
H 6.978 -1.827 -4.409  0.3172
H 4.286 -2.788 -3.298  0.2938
H 5.856 -3.271 -2.659  0.2422
C 6.654 4.612 -2.179  -1.2883
C 5.341 3.863 -2.043  0.2496
O 4.464 4.184 -3.133  -0.3317
C 4.666 3.486 -4.296  0.4735
O 5.535 2.630 -4.439  -0.5385
C 3.637 3.890 -5.352  0.7890
F 3.453 5.240 -5.421  -0.2539
F 2.408 3.353 -5.102  -0.2580
F 3.978 3.491 -6.610  -0.3566
H 6.476 5.688 -2.273  0.3227
H 7.293 4.433 -1.310  0.3899
H 7.195 4.300 -3.078  0.3295
H 4.834 4.177 -1.125  0.1164
H 5.498 2.781 -1.971  0.2452
C 5.311 3.170 -9.007  -0.9219
C 5.400 4.450 -9.819  -0.2123
O 6.597 4.460 -10.612  -0.3178
C 6.537 3.786 -11.804  0.3849
O 5.539 3.194 -12.206  -0.5127
C 7.856 3.919 -12.565  0.8362
F 8.947 3.740 -11.765  -0.2389
F 8.000 5.151 -13.131  -0.2457
F 7.980 3.017 -13.579  -0.2395
H 6.215 3.031 -8.406  0.2528
H 4.443 3.194 -8.342  0.3547
H 5.224 2.295 -9.659  0.3439
H 5.460 5.308 -9.142  0.3180
H 4.512 4.594 -10.445  0.3124
C -9.077 -1.272 5.178  -1.1563
C -8.985 -2.772 5.391  -0.0800
O -7.626 -3.215 5.264  -0.2726
C -6.838 -3.075 6.377  0.0313
O -7.232 -2.602 7.440  -0.5376
C -5.437 -3.629 6.119  1.1091
F -4.935 -3.251 4.908  -0.1776
F -5.415 -4.993 6.128  -0.2673
F -4.525 -3.228 7.048  -0.2177
H -8.631 -0.991 4.218  0.2917
H -10.120 -0.942 5.194  0.4189
H -8.530 -0.729 5.954  0.3332
H -9.562 -3.287 4.616  0.1954
H -9.407 -3.069 6.358  0.3187
C -6.440 6.910 2.535  -1.0933
C -5.227 6.312 3.223  -0.1853
O -5.632 5.406 4.260  -0.3106
C -5.951 4.134 3.860  0.4017
O -5.906 3.751 2.694  -0.5207
C -6.315 3.266 5.065  0.8254
F -7.141 3.904 5.943  -0.2616
F -5.215 2.894 5.781  -0.2236
F -6.951 2.112 4.718  -0.2451
H -7.105 7.379 3.267  0.2918
H -6.137 7.660 1.799  0.3711
H -7.024 6.138 2.023  0.3074
H -4.649 7.108 3.704  0.3165
H -4.560 5.817 2.507  0.3234
C -6.747 -4.937 0.543  -1.0570
C -7.733 -6.023 0.153  -0.1998
O -8.979 -5.843 0.843  -0.3091
C -9.852 -4.942 0.289  0.3703
O -9.620 -4.305 -0.736  -0.5137
C -11.150 -4.886 1.093  0.8335
F -10.936 -4.847 2.439  -0.2193
F -11.942 -5.974 0.866  -0.2461
F -11.912 -3.794 0.801  -0.2451
H -6.624 -4.902 1.631  0.2605
H -5.772 -5.116 0.082  0.3725
H -7.102 -3.950 0.231  0.3118
H -7.341 -6.999 0.455  0.3181
H -7.886 -6.059 -0.932  0.3191